# 1
# C3H7NOS

C3H7NOS in the gas phase (ωB97M-V/def2-TZVPD, OMol25).

```
13
Properties=species:S:1:pos:R:3:lowdin_charge:R:1
O -2.278 0.884 -2.116 -0.007
C -1.779 1.274 -0.989 -0.266
N -0.863 0.605 -0.196 -0.040
C -0.312 -0.576 0.653 -0.256
C 1.052 -1.003 0.123 -0.571
S 2.120 0.494 0.064 0.647
H -1.896 2.236 -0.510 0.118
H -0.083 0.984 -0.661 0.007
H -0.968 -1.495 0.463 0.118
H -0.351 -0.499 1.813 0.129
H 1.013 -1.488 -0.910 0.100
H 1.578 -1.637 0.893 0.074
H 2.768 0.221 1.375 -0.053
```

The calculation puts the HOMO-LUMO gap at 0.3514 hartree. The spin multiplicity is 1. The total energy comes out at -646.57720 hartree. The calculation puts the energy relative to the best compared isomer or geometry (same formula, charge and spin) at 353.9 kJ/mol. As for the HOMO energy: -9.25 eV. The value obtained for the LUMO energy is 0.31 eV.

=====

# 2
# C3H5N2O

2 unconnected molecules or ions with the total composition C3H5N2O (ωB97M-V/def2-TZVPD, OMol25).

```
11
Properties=species:S:1:pos:R:3:lowdin_charge:R:1
C 0.317 -0.552 -0.467 -0.029
C -1.846 2.943 2.087 -0.367
C 1.164 -1.709 -0.473 0.041
N -2.516 3.501 2.866 0.255
N -0.334 0.383 -0.596 0.366
O -1.345 2.430 1.135 0.076
H 1.507 -1.537 0.544 0.120
H 1.907 -1.658 -1.288 0.139
H 0.647 -2.638 -0.366 0.112
H -2.520 3.530 3.863 0.111
H -0.943 1.267 -0.411 0.175
```

As for the net charge: +1. The calculation puts the HOMO-LUMO gap at 0.4008 hartree. The spin multiplicity is 1. The total energy comes out at -301.76642 hartree. The calculation puts the energy relative to the best compared isomer or geometry (same formula, charge and spin) at 165.1 kJ/mol. As for the HOMO energy: -14.88 eV. The value obtained for the LUMO energy is -3.97 eV.

=====

# 3
# C28H28KN6S6

A molecular structure, C28H28KN6S6 (ωB97M-V/def2-TZVPD, OMol25).

```
69
Properties=species:S:1:pos:R:3:lowdin_charge:R:1
K -0.327 0.077 0.382 0.450
C 0.268 2.495 -1.960 -0.190
C 1.088 1.733 -2.992 -0.114
C 1.243 0.237 -2.908 -0.302
C 2.333 -0.362 -3.539 -0.032
C 2.454 -1.737 -3.516 -0.065
C 1.487 -2.481 -2.858 -0.063
C 0.453 -1.800 -2.246 -0.192
N 0.325 -0.474 -2.270 0.062
N -1.191 2.319 -1.949 -0.133
C -1.759 2.399 -3.290 -0.144
C -1.860 1.031 -3.926 -0.282
C -1.214 0.709 -5.114 -0.046
C -1.329 -0.576 -5.618 -0.068
C -2.102 -1.491 -4.923 -0.074
C -2.742 -1.063 -3.768 -0.145
N -2.635 0.163 -3.279 0.130
C -1.803 3.330 -1.076 -0.136
C -1.782 3.116 0.421 -0.272
C -2.937 3.370 1.149 -0.024
C -2.901 3.277 2.530 -0.066
C -1.712 2.928 3.143 -0.072
C -0.618 2.659 2.335 -0.161
N -0.643 2.757 1.010 0.049
H 0.487 3.566 -2.144 0.122
H 0.625 2.310 -0.950 0.088
H 2.089 2.172 -2.955 0.124
H 0.729 1.972 -3.995 0.090
H 3.083 0.254 -4.018 0.112
H 3.305 -2.221 -3.979 0.106
H 1.546 -3.558 -2.783 0.106
H -0.300 -2.344 -1.688 0.085
H -1.207 3.095 -3.944 0.125
H -2.779 2.781 -3.221 0.118
H -0.600 1.450 -5.611 0.107
H -0.817 -0.863 -6.527 0.104
H -2.217 -2.512 -5.258 0.098
H -3.372 -1.745 -3.209 0.107
H -2.856 3.395 -1.350 0.108
H -1.362 4.325 -1.285 0.132
H -3.859 3.615 0.639 0.109
H -3.798 3.435 3.115 0.109
H -1.630 2.792 4.211 0.109
H 0.304 2.301 2.773 0.102
C -0.072 -3.506 2.396 -0.385
S 0.742 -3.522 0.782 0.790
C 2.416 -3.311 1.261 -1.007
C 3.160 -2.187 1.063 -1.200
S 2.767 -0.705 0.285 0.420
S 4.820 -2.328 1.627 0.862
C 4.777 -3.956 2.206 -1.535
S 6.073 -4.711 2.916 0.435
S 3.235 -4.675 1.999 0.876
H -1.149 -3.511 2.230 0.026
H 0.186 -2.584 2.913 0.017
H 0.220 -4.370 2.989 0.030
C 2.181 -0.150 4.484 -0.022
C 0.733 -0.419 4.769 -0.363
C 0.285 -0.865 6.008 -0.051
C -1.078 -1.096 6.111 -0.175
N -1.929 -0.952 5.112 0.034
C -1.420 -0.536 3.929 -0.907
S -2.411 -0.534 2.531 0.431
N -0.105 -0.235 3.758 0.055
H 2.801 -0.283 5.370 0.072
H 2.312 0.865 4.107 0.076
H 2.531 -0.824 3.700 0.066
H 0.959 -1.021 6.839 0.090
H -1.504 -1.420 7.058 0.095
```

As for the net charge: -1. The calculation puts the HOMO-LUMO gap at 0.2282 hartree. The spin multiplicity is 1. The total energy comes out at -4401.52616 hartree. The calculation puts the energy relative to the best compared isomer or geometry (same formula, charge and spin) at 16.9 kJ/mol. As for the HOMO energy: -4.21 eV. The value obtained for the LUMO energy is 2.00 eV.

=====

LUMO of number 3 (C28H28KN6S6)?
2.00 eV

=====

Which value of LUMO does entry 2 give?
-3.97 eV

=====

The highest LUMO belongs to which entry?
C28H28KN6S6